Computed, not measured: an isolated molecule of C4H6O2, with ωB97M-V/def2-TZVPD.

The frontier orbital gap is 9.81 eV. The structure (SMILES) is O=C=CCCO. As for the energy: -8338.866 eV.

Structure (XYZ):
```
12
Properties=species:S:1:pos:R:3:forces:R:3
O -0.407251 1.147268 -2.520460 -0.6 -0.3 0.8
C -0.899675 0.727188 -1.545160 0.2 0.3 -0.6
C -1.407793 0.243323 -0.431196 0.0 0.0 -0.2
C -0.489078 -0.374309 0.606235 0.1 0.0 0.0
C 0.953717 -0.232832 0.109571 -0.3 0.1 -0.3
O 1.944185 -0.545833 1.054393 0.0 0.0 0.4
H -2.484572 0.294715 -0.321499 0.1 0.0 0.0
H -0.739880 -1.431185 0.768596 0.1 0.2 -0.1
H -0.604051 0.120319 1.581587 0.0 0.1 -0.2
H 1.098260 -0.901476 -0.745146 0.1 0.0 0.1
H 1.088711 0.793650 -0.270825 0.1 -0.2 0.2
H 1.947430 0.159171 1.713901 0.1 -0.2 0.0
```
Forces are in eV/Å.